1.
Below is a structure of composition C15H22N2O3S in a non-equilibrium geometry, with properties calculated with the ωB97M-V functional and the def2-TZVPD basis.

The strongest force on any atom comes out at 0.285 hartree/bohr. As for the total energy: -35857.8342 eV. Its multiplicity is 1. For the HOMO-LUMO gap, the calculation gives 0.2913 Eh. Its charge is 0.

CARTESIAN COORDINATES (ANGSTROEM)
1 C 2.357 2.468 2.426
2 C 2.033 3.142 1.030
3 C 0.613 2.996 0.633
4 C 0.054 1.755 0.380
5 H 0.169 1.264 1.131
6 H -0.990 2.006 0.233
7 C 0.618 1.107 -0.625
8 N -0.126 -0.250 -1.042
9 C -0.108 -1.260 -0.130
10 C -1.270 -2.134 0.119
11 C -2.456 -2.312 -0.222
12 O -3.225 -3.073 -0.059
13 O -2.855 -1.096 -1.424
14 C -4.125 -1.246 -1.747
15 C -4.135 -2.137 -3.123
16 H -4.067 -3.038 -2.585
17 H -5.301 -1.923 -3.527
18 H -3.477 -1.771 -3.702
19 H -4.861 -1.635 -1.082
20 H -4.315 -0.124 -1.989
21 S -0.646 -3.352 1.254
22 C 0.890 -2.604 1.670
23 C 0.992 -1.605 0.774
24 C 2.162 -0.689 0.621
25 O 3.492 -1.213 0.737
26 N 1.919 0.279 -0.369
27 H 2.712 1.025 -0.666
28 C 1.914 -3.382 2.419
29 H 2.815 -2.662 2.254
30 H 1.516 -3.014 3.436
31 H 1.989 -4.411 2.243
32 H -1.022 -0.001 -1.499
33 C 0.810 1.645 -1.992
34 H 1.102 1.108 -2.895
35 H -0.123 2.217 -2.311
36 H 1.609 2.299 -1.801
37 H 0.628 3.685 -0.402
38 H -0.041 3.711 1.653
39 H 2.430 4.262 1.263
40 H 2.889 2.848 0.461
41 H 2.178 1.457 2.300
42 H 3.464 2.780 2.975
43 H 1.791 2.879 3.181

Here are the Löwdin charges for atoms 1 to 6, given in e: C -0.098; C -0.295; C -0.229; C -0.254; H 0.055; H 0.177

=====

2.
Below is a structure of composition C16H17F5N7OPdSTe in a non-equilibrium geometry, with properties calculated with the ωB97M-V functional and the def2-TZVPD basis.

The strongest force on any atom comes out at 0.062 hartree/bohr. As for the total energy: -64543.7425 eV. Its multiplicity is 1. For the HOMO-LUMO gap (spin up / spin down), the calculation gives 0.2321 / 0.2324 Eh. Its charge is -1.

CARTESIAN COORDINATES (ANGSTROEM)
1 Pd 0.703 0.239 -0.447
2 N -1.300 4.041 -1.092
3 C -0.279 3.201 -1.294
4 N 0.336 2.502 -0.358
5 C -0.018 2.631 0.928
6 N 0.634 1.938 1.893
7 N 1.345 1.030 1.293
8 C 2.486 0.602 1.735
9 C 3.186 -0.296 0.921
10 C 4.383 -0.955 1.303
11 C 5.005 -1.721 0.312
12 C 4.377 -1.931 -0.945
13 C 3.206 -1.268 -1.206
14 N 2.601 -0.484 -0.302
15 C -1.031 3.582 1.304
16 C -1.427 3.922 2.601
17 C -2.570 4.664 2.836
18 C -3.327 5.079 1.730
19 C -2.845 4.968 0.447
20 C -1.742 4.120 0.210
21 H -2.699 3.716 -2.239
22 H 0.102 3.051 -2.292
23 H 2.889 0.938 2.698
24 H 4.834 -0.789 2.274
25 H 6.045 -2.040 0.457
26 H 4.816 -2.593 -1.682
27 H 2.666 -1.299 -2.158
28 H -0.863 3.514 3.448
29 H -2.859 4.913 3.866
30 H -4.318 5.534 1.864
31 H -3.297 5.403 -0.452
32 F -2.481 -2.367 -1.274
33 Te -2.580 -0.575 -1.910
34 F -3.440 3.503 -2.802
35 F 0.311 -1.269 -1.749
36 F -3.571 -1.250 -3.591
37 F -4.298 -0.492 -1.058
38 O -1.622 0.129 -0.407
39 C -0.529 -6.332 -0.572
40 N -0.585 -5.147 0.259
41 C -0.079 -3.917 -0.002
42 N 0.126 -3.669 -1.291
43 S 0.186 -2.804 1.287
44 H -0.830 -7.167 0.046
45 H 0.434 -6.585 -1.023
46 H -1.250 -6.237 -1.388
47 H -0.628 -5.321 1.282
48 H -0.506 -4.079 -1.964
49 H 0.306 -2.635 -1.497

Here are the Löwdin charges for atoms 1 to 6, given in e: Pd 1.008; N 0.073; C -0.195; N 0.018; C -0.300; N 0.083

=====

3.
Below is a structure of composition C8H22IO5PS2Sb, with properties calculated with the ωB97M-V functional and the def2-TZVPD basis.

The strongest force on any atom comes out at 0.010 hartree/bohr. As for the total energy: -64484.6119 eV. Its multiplicity is 1. For the HOMO-LUMO gap, the calculation gives 0.2109 Eh. Its charge is -1.

CARTESIAN COORDINATES (ANGSTROEM)
1 O 4.857 2.934 0.644
2 P 4.546 1.447 1.305
3 Sb 1.894 1.406 0.840
4 I 5.216 -0.124 -0.531
5 H 4.246 3.148 -0.080
6 H 2.234 1.492 -0.941
7 H 1.971 3.200 0.863
8 H 1.642 1.367 2.611
9 H 1.941 -0.338 0.739
10 H 0.185 1.420 0.565
11 C -0.928 3.061 -3.755
12 C -1.313 1.657 -4.242
13 C -1.931 0.920 -3.053
14 S -2.664 2.189 -2.000
15 O -1.926 2.216 -0.768
16 O -4.104 2.081 -2.009
17 C -2.137 3.589 -2.992
18 H -0.664 3.718 -4.583
19 H -0.069 2.999 -3.084
20 H -2.041 1.736 -5.053
21 H -0.448 1.116 -4.623
22 H -2.715 0.218 -3.326
23 H -1.179 0.423 -2.441
24 H -1.918 4.409 -2.312
25 H -2.963 3.853 -3.654
26 C -0.391 -3.983 3.888
27 C -1.392 -3.181 3.041
28 C -0.591 -2.192 2.188
29 S 1.016 -2.961 1.935
30 O 2.013 -2.195 2.632
31 O 1.172 -3.354 0.559
32 C 0.717 -4.424 2.938
33 H -0.865 -4.835 4.376
34 H 0.029 -3.340 4.665
35 H -1.948 -3.864 2.394
36 H -2.114 -2.655 3.664
37 H -1.022 -1.995 1.210
38 H -0.398 -1.247 2.696
39 H 1.653 -4.693 3.420
40 H 0.389 -5.220 2.270

Here are the Löwdin charges for atoms 1 to 6, given in e: O -0.605; P 0.148; Sb 0.299; I 0.049; H -0.015; H -0.149